This record from the OMol25 dataset describes a molecular structure, C38H30BClF9N10O7SY at a distorted geometry. The level of theory is ωB97M-V with the def2-TZVPD basis set.

Summary:
Expectation value of S²: 0.75
LUMO (spin up / spin down): 2.336 / 0.903 eV
Charge: -1
Spin multiplicity: 2
Kohn-Sham gap (spin up / spin down): 8.402 / 6.721 eV

```
98
Properties=species:S:1:pos:R:3:mulliken_spin:R:1
Y -0.13 -0.39 -0.03 0.088
C 2.53 1.89 -1.44 -0.006
C 3.00 0.91 -0.41 0.003
C 4.24 0.86 0.24 0.000
C 4.15 -0.24 1.07 0.000
N 2.94 -0.79 0.92 0.000
N 2.23 -0.08 0.01 -0.001
B 2.45 -2.13 1.56 0.000
N 1.30 -1.93 2.57 0.000
C 1.10 -2.51 3.76 0.000
C -0.21 -2.34 4.13 0.000
C -0.79 -1.63 3.07 -0.001
C -2.20 -1.16 2.94 0.000
N 0.12 -1.39 2.13 0.000
N 1.91 -3.07 0.45 0.000
C 2.14 -4.38 0.25 0.000
C 1.30 -4.81 -0.76 -0.001
C 0.55 -3.68 -1.12 -0.004
C -0.47 -3.58 -2.20 0.005
N 0.91 -2.64 -0.37 0.002
N 3.69 -2.76 2.20 0.000
C 4.74 -3.30 1.53 0.000
C 5.78 -3.44 2.41 0.000
C 5.28 -2.92 3.63 0.000
C 5.98 -2.81 4.95 0.000
N 4.04 -2.51 3.49 0.000
H 3.16 2.78 -1.42 0.000
H 1.50 2.20 -1.26 0.000
H 2.58 1.46 -2.44 0.002
H 5.07 1.53 0.12 0.000
H 4.87 -0.65 1.76 0.000
H 1.92 -2.99 4.27 0.000
H -0.69 -2.66 5.04 0.000
H -2.60 -0.90 3.91 0.000
H -2.83 -1.95 2.51 0.000
H -2.27 -0.28 2.30 0.000
H 2.86 -4.92 0.83 0.000
H 1.23 -5.80 -1.18 0.000
H -0.88 -4.57 -2.40 0.000
H 0.01 -3.20 -3.11 -0.001
H -1.28 -2.92 -1.92 -0.001
H 4.68 -3.51 0.48 0.000
H 6.76 -3.84 2.21 0.000
H 6.31 -3.79 5.30 0.000
H 5.30 -2.39 5.69 0.000
H 6.85 -2.16 4.88 0.000
O -6.44 -2.52 0.38 0.000
C -6.66 -1.23 0.27 0.000
O -7.75 -0.75 0.49 0.000
C -5.52 -0.35 -0.16 -0.001
C -5.70 0.98 -0.47 -0.001
Cl -7.11 1.94 -0.39 0.000
N -4.50 1.52 -0.78 0.000
N -3.52 0.61 -0.67 -0.013
C -4.11 -0.52 -0.32 0.006
C -3.24 -1.75 -0.20 0.002
O -3.77 -2.86 -0.17 0.000
O -1.98 -1.57 -0.20 0.016
C -4.22 2.82 -1.30 0.013
C -5.01 3.33 -2.33 -0.003
C -4.71 4.57 -2.85 0.003
C -3.63 5.29 -2.37 -0.004
C -2.84 4.76 -1.36 0.007
C -3.13 3.51 -0.83 0.020
H -5.48 -2.76 0.19 0.000
H -5.83 2.75 -2.72 0.000
H -5.32 4.97 -3.65 0.001
H -3.40 6.27 -2.78 -0.001
H -1.98 5.30 -1.00 -0.004
H -2.49 3.06 -0.08 -0.015
O 1.65 -1.37 -3.32 0.006
C 0.83 -0.47 -3.28 -0.005
O 0.11 -0.17 -2.23 0.037
C 0.62 0.43 -4.46 -0.010
C 1.33 0.18 -5.63 0.001
C 1.18 0.98 -6.74 -0.006
C 0.29 2.06 -6.68 -0.006
C -0.42 2.32 -5.53 0.007
C -0.26 1.50 -4.40 0.017
S -1.19 1.86 -2.97 0.867
H 2.01 -0.67 -5.63 0.001
H 1.74 0.78 -7.65 0.000
H 0.16 2.70 -7.55 0.000
H -1.12 3.15 -5.50 -0.012
F 0.93 4.70 2.34 0.000
C 0.92 3.62 1.53 -0.002
F 0.44 4.02 0.35 -0.001
F 2.19 3.25 1.34 0.000
C 0.07 2.43 2.09 -0.004
O -0.19 1.57 1.11 0.001
C -1.26 3.03 2.71 0.001
F -2.22 2.11 2.72 0.000
F -1.72 4.06 1.99 0.000
F -1.10 3.48 3.96 0.000
C 0.87 1.77 3.26 0.000
F 0.06 1.01 4.02 0.000
F 1.84 0.99 2.80 0.000
F 1.45 2.68 4.08 0.000
```


This record from the OMol25 dataset describes a molecular structure, C38H30CaN9S. The level of theory is ωB97M-V with the def2-TZVPD basis set.

Summary:
LUMO (spin up / spin down): 2.112 / 2.112 eV
Charge: -1
Kohn-Sham gap (spin up / spin down): 4.086 / 4.087 eV

```
79
Properties=species:S:1:pos:R:3:lowdin_charge:R:1
Ca 0.20 0.39 0.10 1.187
C 1.89 -3.55 -1.50 -0.078
C 2.95 -3.95 -0.68 -0.081
C 3.11 -3.32 0.53 -0.024
C 2.24 -2.29 0.92 -0.320
N 1.23 -1.91 0.13 0.046
C 1.09 -2.53 -1.05 -0.161
N 2.53 -1.75 2.16 0.153
C 1.90 -0.79 2.77 -0.296
N 0.81 -0.03 2.42 0.041
C 0.54 0.81 3.47 -0.302
N -0.40 1.67 3.67 0.143
C -1.44 1.97 2.81 -0.330
C -2.44 2.81 3.34 -0.027
C -3.53 3.15 2.58 -0.086
C -3.63 2.66 1.28 -0.082
C -2.61 1.86 0.83 -0.158
N -1.53 1.51 1.55 0.041
C 1.54 0.61 4.55 -0.109
C 1.70 1.22 5.78 -0.020
C 2.76 0.79 6.57 -0.093
C 3.62 -0.22 6.13 -0.092
C 3.44 -0.83 4.89 -0.018
C 2.39 -0.39 4.12 -0.108
H 1.72 -4.00 -2.47 0.096
H 3.62 -4.74 -0.99 0.099
H 3.91 -3.59 1.21 0.102
H 0.27 -2.18 -1.66 0.080
H -2.30 3.16 4.35 0.102
H -4.30 3.80 2.99 0.099
H -4.46 2.90 0.64 0.094
H -2.64 1.47 -0.19 0.074
H 1.03 2.00 6.10 0.106
H 2.93 1.24 7.54 0.093
H 4.44 -0.53 6.77 0.093
H 4.10 -1.61 4.54 0.107
N -3.04 -0.93 -3.25 0.118
C -3.16 -2.33 -3.30 -0.258
C -3.44 -2.99 -4.49 -0.029
C -3.57 -4.37 -4.49 -0.098
C -3.38 -5.10 -3.33 -0.101
C -3.07 -4.44 -2.15 -0.097
C -2.99 -3.06 -2.12 -0.462
S -2.67 -2.12 -0.66 0.964
N -1.74 -0.84 -1.29 -0.310
C -2.07 -0.35 -2.44 -0.369
C -1.39 0.86 -2.92 -0.242
C -1.16 1.11 -4.27 -0.045
C -0.43 2.22 -4.64 -0.066
C 0.04 3.08 -3.64 -0.031
C -0.25 2.75 -2.32 -0.134
N -0.90 1.66 -1.95 0.056
H -3.18 -0.46 -4.13 0.122
H -3.56 -2.43 -5.40 0.110
H -3.81 -4.88 -5.42 0.099
H -3.47 -6.18 -3.34 0.099
H -2.89 -4.99 -1.23 0.106
H -1.49 0.40 -5.02 0.102
H -0.19 2.40 -5.68 0.106
H 0.63 3.96 -3.86 0.109
H 0.12 3.41 -1.54 0.102
C 2.52 0.49 -3.62 -0.085
C 2.86 1.85 -3.09 -0.261
C 3.50 2.79 -3.88 -0.127
C 3.77 4.08 -3.43 -0.167
C 3.39 4.41 -2.12 -0.118
C 2.76 3.51 -1.29 -0.267
C 2.35 3.90 0.10 -0.096
C 2.46 2.15 -1.72 -0.481
N 1.81 1.30 -0.97 -0.200
H 2.88 0.37 -4.64 0.062
H 1.43 0.35 -3.60 0.047
H 2.93 -0.29 -2.98 0.063
H 3.79 2.51 -4.89 0.086
H 4.28 4.80 -4.06 0.061
H 3.59 5.41 -1.75 0.086
H 2.64 4.93 0.33 0.061
H 2.79 3.22 0.84 0.065
H 1.27 3.80 0.24 0.047
```


This record from the OMol25 dataset describes a molecular structure, C38H31N5O4PtSSi at a distorted geometry. The level of theory is ωB97M-V with the def2-TZVPD basis set.

Summary:
LUMO: -0.870 eV
Charge: 0
Kohn-Sham gap: 7.404 eV

```
81
Properties=species:S:1:pos:R:3:lowdin_charge:R:1
Pt -0.67 0.09 2.18 0.907
C 2.98 -1.53 -10.94 -0.074
O 3.29 -2.37 -9.83 -0.074
C 2.84 -1.99 -8.61 -0.281
C 2.11 -0.83 -8.37 -0.011
C 1.70 -0.54 -7.07 -0.023
C 2.01 -1.38 -6.01 -0.158
C 2.75 -2.54 -6.27 -0.016
C 3.16 -2.84 -7.55 0.010
C 1.60 -1.10 -4.63 -0.255
N 1.89 -1.84 -3.59 0.189
C 1.30 -1.20 -2.53 -0.173
C 0.65 -0.07 -2.93 -0.122
N 0.85 0.00 -4.28 0.190
C 0.01 0.83 -2.02 -0.060
C -0.59 2.05 -2.37 0.047
C -1.08 2.86 -1.38 0.001
C -1.00 2.42 -0.05 -0.078
N -0.52 1.23 0.29 -0.006
C 0.01 0.45 -0.67 -0.150
C 0.64 -0.79 -0.24 -0.123
N 0.56 -1.11 1.09 -0.074
C 1.16 -2.22 1.50 -0.108
C 1.88 -3.06 0.64 -0.020
C 1.95 -2.76 -0.69 0.024
C 1.32 -1.60 -1.15 -0.067
H 3.41 -2.02 -11.81 0.093
H 3.42 -0.54 -10.82 0.096
H 1.90 -1.44 -11.07 0.096
H 1.85 -0.15 -9.17 0.104
H 1.13 0.37 -6.91 0.108
H 2.99 -3.20 -5.45 0.113
H 3.73 -3.73 -7.76 0.123
H 0.48 0.69 -4.91 0.151
H -0.66 2.37 -3.40 0.127
H -1.55 3.81 -1.60 0.039
H -1.34 3.05 0.75 0.098
H 1.08 -2.46 2.54 0.064
H 2.35 -3.95 1.04 0.116
H 2.48 -3.39 -1.39 0.126
C 3.98 -1.57 5.54 -0.090
C 3.10 -2.64 5.66 -0.087
C 1.79 -2.51 5.23 -0.116
C 1.32 -1.32 4.67 -0.359
C 2.22 -0.26 4.54 -0.116
C 3.54 -0.37 4.98 -0.085
Si -0.48 -1.13 4.16 0.540
C -1.36 -0.33 5.63 -0.350
C -2.33 -1.04 6.35 -0.109
C -2.97 -0.47 7.44 -0.082
C -2.66 0.82 7.83 -0.085
C -1.70 1.54 7.14 -0.082
C -1.06 0.97 6.05 -0.134
H 5.00 -1.66 5.88 0.102
H 3.45 -3.57 6.10 0.102
H 1.11 -3.35 5.34 0.097
H 1.90 0.67 4.08 0.085
H 4.22 0.46 4.87 0.102
H -1.04 -2.51 4.11 -0.017
H -2.58 -2.05 6.05 0.091
H -3.72 -1.04 7.98 0.104
H -3.17 1.26 8.68 0.103
H -1.45 2.55 7.45 0.104
H -0.28 1.53 5.54 0.101
N -2.22 1.17 3.10 -0.063
C -3.03 1.93 2.17 -0.329
C -3.67 1.23 1.16 -0.041
C -4.16 1.92 0.06 -0.034
C -3.96 3.29 -0.03 -0.252
C -3.44 4.00 1.06 -0.054
C -2.99 3.31 2.18 -0.051
S -4.16 4.12 -1.61 0.445
O -4.55 3.05 -2.52 -0.344
O -5.15 5.15 -1.39 -0.323
O -2.80 4.62 -1.84 -0.363
H -1.87 1.74 3.86 0.074
H -2.78 0.44 3.55 0.087
H -3.69 0.15 1.19 0.115
H -4.58 1.40 -0.79 0.117
H -3.33 5.07 0.97 0.130
H -2.50 3.84 2.98 0.122
```


This record from the OMol25 dataset describes 2 unconnected molecules or ions with the total composition C38H31NO2 at a distorted geometry. The level of theory is ωB97M-V with the def2-TZVPD basis set.

Summary:
LUMO: -1.870 eV
Charge: 0
Kohn-Sham gap: 4.567 eV

```
72
Properties=species:S:1:pos:R:3:lowdin_charge:R:1
C 3.17 2.52 -0.19 -0.116
C 3.42 1.14 -0.14 -0.097
C 2.47 0.29 0.42 -0.036
C 1.25 0.78 0.96 -0.220
C 0.28 -0.02 1.69 -0.103
C 0.41 -1.48 1.81 -0.353
C -0.82 -2.30 2.17 -0.136
C -2.13 -1.85 1.95 -0.064
C -3.24 -2.64 2.24 -0.070
C -3.04 -4.00 2.50 -0.088
C -1.74 -4.51 2.62 -0.083
C -0.64 -3.66 2.49 -0.025
O 1.49 -2.08 1.69 0.007
C -0.38 0.59 2.87 -0.287
C 0.47 1.45 3.80 -0.138
C 1.86 1.40 3.87 -0.021
C 2.58 2.31 4.66 -0.073
C 1.91 3.28 5.42 -0.091
C 0.50 3.32 5.38 -0.084
C -0.20 2.37 4.63 -0.027
O -1.57 0.43 3.18 0.026
C 1.01 2.17 0.84 -0.054
C 1.98 3.03 0.34 -0.087
H 3.89 3.19 -0.66 0.093
H 4.35 0.73 -0.54 0.102
H 2.66 -0.79 0.48 0.097
H -2.31 -0.85 1.56 0.077
H -4.22 -2.17 2.23 0.104
H -3.91 -4.66 2.54 0.099
H -1.56 -5.56 2.82 0.099
H 0.37 -4.04 2.61 0.115
H 2.41 0.65 3.31 0.122
H 3.68 2.25 4.68 0.105
H 2.47 4.01 6.00 0.099
H -0.04 4.09 5.95 0.100
H -1.29 2.34 4.68 0.111
H 0.03 2.56 1.13 0.122
H 1.82 4.11 0.35 0.103
C -3.71 0.86 -0.50 0.003
C -2.54 1.33 -1.27 -0.192
N -2.65 2.36 -2.14 0.148
C -1.42 2.61 -2.76 -0.185
C -0.48 1.67 -2.24 -0.132
C 0.78 1.57 -2.83 -0.037
C 1.04 2.32 -3.98 -0.066
C 0.07 3.20 -4.52 -0.080
C -1.19 3.33 -3.91 -0.023
C -1.22 0.78 -1.35 -0.093
C -0.79 -0.49 -0.91 0.113
C -0.22 -1.48 -1.81 -0.151
C -0.13 -1.26 -3.21 -0.009
C 0.39 -2.20 -4.08 -0.025
C 0.87 -3.42 -3.60 -0.259
C 1.51 -4.38 -4.55 -0.051
C 0.74 -3.71 -2.22 -0.014
C 0.22 -2.76 -1.36 0.030
H -3.58 -0.18 -0.18 0.082
H -3.85 1.50 0.40 0.108
H -4.63 0.95 -1.09 0.094
H -3.49 2.91 -2.32 0.178
H 1.48 0.86 -2.40 0.120
H 2.00 2.22 -4.49 0.108
H 0.29 3.76 -5.42 0.101
H -2.00 3.92 -4.33 0.111
H -1.14 -0.87 0.05 0.076
H -0.43 -0.30 -3.64 0.112
H 0.44 -1.97 -5.15 0.124
H 2.01 -5.19 -4.02 0.080
H 0.75 -4.81 -5.22 0.091
H 2.24 -3.87 -5.18 0.088
H 1.07 -4.68 -1.84 0.123
H 0.19 -2.96 -0.29 0.102
```


This record from the OMol25 dataset describes a molecular structure, C38H32BaCl3GeN3O2S6. The level of theory is ωB97M-V with the def2-TZVPD basis set.

Summary:
Expectation value of S²: 0.77
LUMO (spin up / spin down): 1.942 / 0.946 eV
Charge: -1
Spin multiplicity: 2
Kohn-Sham gap (spin up / spin down): 6.270 / 5.271 eV

```
86
Properties=species:S:1:pos:R:3:mulliken_spin:R:1
Ba 0.36 0.91 1.13 0.065
C 3.32 4.17 3.37 0.008
C 2.77 2.91 3.06 -0.007
N 1.48 2.69 2.96 -0.003
C 0.61 3.72 3.17 0.010
C 1.07 5.03 3.41 0.006
C 2.47 5.22 3.52 -0.004
C 0.15 6.10 3.49 0.004
C -1.18 5.84 3.31 -0.007
C -1.65 4.53 3.13 0.014
C -0.81 3.43 3.11 -0.040
N -1.16 2.11 2.94 0.002
C -2.37 1.65 3.34 0.003
C -3.29 2.26 4.20 -0.002
C -4.51 1.67 4.54 0.001
C -4.90 0.45 4.05 0.000
C -3.98 -0.26 3.24 0.001
C -4.25 -1.57 2.77 0.000
C -3.31 -2.26 2.06 0.000
C -2.08 -1.62 1.81 0.000
N -1.81 -0.40 2.20 0.000
C -2.73 0.30 2.91 -0.005
H 4.39 4.28 3.44 0.000
H 3.42 2.06 2.88 -0.002
H 2.85 6.22 3.72 0.000
H 0.52 7.11 3.66 0.000
H -1.89 6.65 3.31 -0.001
H -2.71 4.39 2.96 0.009
H -3.04 3.21 4.64 0.001
H -5.17 2.21 5.20 0.000
H -5.85 0.01 4.30 0.000
H -5.21 -2.02 3.00 0.000
H -3.49 -3.26 1.71 0.000
H -1.29 -2.16 1.29 0.000
S -0.44 7.96 -3.40 0.108
C -0.32 6.57 -2.52 0.014
S 1.18 5.79 -2.19 -0.016
C 0.60 4.44 -1.24 0.156
C -0.80 4.42 -1.05 0.059
S -1.69 3.29 -0.21 0.398
S -1.65 5.75 -1.81 -0.029
S 1.73 3.34 -0.67 0.291
Cl 2.55 -2.68 4.35 0.000
Ge 2.42 -1.54 2.42 0.000
Cl 1.75 -3.31 1.09 0.000
Cl 4.65 -1.58 1.90 0.000
O -0.91 0.14 -1.08 -0.021
S -0.53 -1.25 -1.50 -0.014
C 0.33 -1.04 -3.07 -0.007
C 0.92 -2.31 -3.62 0.002
C 1.47 -3.29 -2.80 0.000
C 2.00 -4.45 -3.34 0.000
C 2.00 -4.64 -4.71 0.000
C 1.46 -3.67 -5.54 0.000
C 0.92 -2.52 -5.00 0.000
C -2.08 -2.01 -2.07 -0.001
C -1.90 -3.48 -2.32 -0.001
C -1.94 -4.00 -3.61 0.000
C -1.70 -5.34 -3.84 0.000
C -1.41 -6.18 -2.77 0.000
C -1.37 -5.68 -1.48 0.000
C -1.61 -4.33 -1.26 0.000
H 1.10 -0.31 -2.81 0.011
H -0.37 -0.56 -3.76 0.000
H 1.49 -3.15 -1.72 0.000
H 2.42 -5.20 -2.68 0.000
H 2.41 -5.55 -5.13 0.000
H 1.45 -3.81 -6.62 0.000
H 0.49 -1.76 -5.65 0.000
H -2.43 -1.46 -2.94 0.000
H -2.76 -1.82 -1.24 0.001
H -2.15 -3.34 -4.45 0.000
H -1.72 -5.73 -4.85 0.000
H -1.21 -7.23 -2.95 0.000
H -1.13 -6.32 -0.65 0.000
H -1.55 -3.93 -0.25 0.000
C 4.13 -1.62 -1.45 -0.001
C 3.56 -0.33 -0.93 0.004
C 4.50 0.83 -0.80 0.006
O 2.38 -0.23 -0.64 -0.007
H 5.16 -1.73 -1.12 0.000
H 4.12 -1.58 -2.54 0.000
H 3.54 -2.46 -1.10 0.000
H 5.23 0.83 -1.62 0.000
H 5.06 0.68 0.13 0.000
H 3.96 1.77 -0.76 -0.005
```


This record from the OMol25 dataset describes a molecular structure, C38H32N2O2RhS at a distorted geometry. The level of theory is ωB97M-V with the def2-TZVPD basis set.

Summary:
Expectation value of S²: 6.02
LUMO (spin up / spin down): -2.996 / -4.794 eV
Charge: +1
Spin multiplicity: 5
Kohn-Sham gap (spin up / spin down): 7.787 / 6.468 eV

```
76
Properties=species:S:1:pos:R:3:mulliken_spin:R:1
Rh -0.49 -0.05 0.15 2.772
O -0.62 -1.91 -0.21 0.353
C 0.44 -2.78 -0.63 0.023
C 1.69 -2.45 0.23 0.007
C 2.38 -1.15 -0.09 0.001
C 3.71 -1.14 -0.48 0.005
C 4.35 0.06 -0.70 -0.003
C 3.66 1.24 -0.50 0.007
C 2.34 1.20 -0.10 0.014
C 1.64 2.49 0.25 0.005
C 0.29 2.77 -0.47 0.034
O -0.67 1.90 0.10 0.200
C 0.42 2.53 -1.97 -0.028
C -0.50 1.75 -2.65 0.007
C -0.39 1.55 -4.02 0.002
C 0.65 2.13 -4.72 -0.002
C 1.57 2.93 -4.05 0.006
C 1.45 3.13 -2.69 0.001
C -0.21 4.20 -0.19 0.019
C 0.41 5.09 0.68 0.002
C -0.15 6.35 0.93 -0.001
C -1.32 6.73 0.31 0.002
C -1.95 5.84 -0.57 -0.001
C -1.40 4.59 -0.81 -0.003
N 1.72 0.02 0.07 0.174
C -0.02 -4.22 -0.31 0.037
C -0.15 -5.21 -1.28 -0.002
C -0.59 -6.48 -0.93 0.000
C -0.90 -6.78 0.38 0.001
C -0.79 -5.79 1.35 -0.001
C -0.35 -4.52 1.01 0.009
C 0.74 -2.57 -2.11 0.029
C 1.92 -3.08 -2.66 0.009
C 2.20 -2.91 -4.01 0.002
C 1.31 -2.23 -4.83 -0.001
C 0.13 -1.74 -4.30 -0.001
C -0.16 -1.91 -2.95 0.008
H 1.38 -2.42 1.28 -0.010
H 2.41 -3.26 0.14 0.001
H 4.23 -2.08 -0.61 0.000
H 5.38 0.08 -1.02 0.000
H 4.15 2.20 -0.64 -0.002
H 1.46 2.50 1.33 -0.011
H 2.33 3.30 0.03 -0.002
H -1.34 1.32 -2.12 0.005
H -1.12 0.94 -4.53 0.000
H 0.75 1.97 -5.79 0.000
H 2.38 3.41 -4.60 0.000
H 2.16 3.79 -2.18 0.000
H 1.32 4.83 1.19 0.000
H 0.35 7.03 1.61 0.000
H -1.75 7.70 0.50 0.000
H -2.87 6.13 -1.07 0.000
H -1.88 3.92 -1.51 0.001
H 0.09 -4.99 -2.32 0.001
H -0.68 -7.24 -1.70 0.000
H -1.24 -7.77 0.65 0.000
H -1.04 -6.01 2.38 0.000
H -0.29 -3.75 1.77 0.002
H 2.61 -3.63 -2.04 0.000
H 3.12 -3.31 -4.42 0.000
H 1.53 -2.10 -5.89 0.000
H -0.59 -1.24 -4.94 0.000
H -1.09 -1.56 -2.55 -0.013
S -0.47 -0.10 2.69 0.289
C -2.12 0.41 2.82 -0.018
N -2.46 1.60 2.28 0.033
C -3.70 2.13 2.34 0.006
C -4.70 1.46 2.98 0.021
C -4.40 0.22 3.54 0.000
C -3.13 -0.31 3.46 0.004
H -1.75 2.06 1.71 0.002
H -3.83 3.09 1.85 0.003
H -5.69 1.89 3.03 0.001
H -5.18 -0.34 4.05 0.000
H -2.88 -1.27 3.89 0.000
```